# 1
The following is a quantum chemistry calculation of a structure of composition C34H30N5PPt, from the Open Molecules 2025 dataset.

HOMO (alpha / beta) (eV): -18.270 / -18.676
⟨S²⟩: 6.0454
HOMO-LUMO gap (alpha / beta) (eV): 7.06 / 3.97

ORCA input file:
```
! wB97M-V def2-TZVPD RIJCOSX def2/J DEFGRID3
* xyz 4 5
Pt 0.24044 -0.01090 -0.58574
P 1.30468 0.94234 1.18196
N 1.28621 -1.88054 -1.58342
N -0.97964 -1.75825 0.09125
N -1.32412 -3.94944 0.11223
N -0.39093 -1.09559 -4.80847
N -0.60712 -0.14945 -2.80272
C -4.01173 -1.55477 2.16761
C -3.11372 1.28034 -5.68196
C 2.81964 0.48951 3.42591
C -2.94575 -1.04047 1.48816
C 3.79309 -1.63205 3.99101
C 2.96456 4.51492 0.14574
C 2.27929 2.22864 0.41546
C -0.16222 1.63131 1.95752
C 1.24152 -1.80721 -3.05726
C -0.58552 1.12175 3.19284
C -2.18102 0.24953 -5.96730
C -2.09922 -1.97133 0.81412
C 0.79250 -3.13765 -0.97770
C 4.14414 2.75781 -1.02104
C -0.95162 2.57709 1.28291
C 0.05767 -1.04567 -3.55467
C 3.30843 1.82035 -0.44793
C 3.96587 4.10837 -0.73027
C -4.25227 -2.95010 2.18986
C -2.46500 1.46012 -3.35849
C -2.52864 2.53977 3.10276
C -3.24425 1.87174 -4.39490
C 3.20687 -2.21713 2.87560
C -2.12852 3.02476 1.86121
C -3.41754 -3.89297 1.52705
C -2.35697 -3.37198 0.85026
C -1.40564 -0.15301 -4.92321
C 2.41835 -1.44874 2.03447
C -0.52886 -2.96720 -0.29834
C -1.51917 0.42460 -3.62170
C -1.75938 1.58622 3.76584
C 2.12018 3.58185 0.72349
C 3.60234 -0.28288 4.26674
C 2.21816 -0.09624 2.30710
H -0.02500 -1.67305 -5.55663
H 4.94893 2.44224 -1.67070
H -2.11079 -0.15950 -6.96733
H -2.53146 1.88978 -2.36824
H 0.78128 -3.96844 -1.68743
H -2.72149 0.01907 1.45963
H -3.64099 -4.95092 1.58566
H -2.05898 1.23058 4.74300
H 0.02654 0.40492 3.72555
H -3.75183 1.63379 -6.48374
H 2.85825 5.56158 0.39665
H -2.71816 3.78101 1.36004
H -3.42694 2.92599 3.56673
H -0.62582 2.99487 0.33644
H 1.30355 -2.79260 -3.52665
H 4.07264 0.16545 5.13125
H 2.26028 -1.78214 -1.31401
H 3.48683 0.76341 -0.62602
H -3.97475 2.65906 -4.26799
H 4.62446 4.84575 -1.16931
H 4.40547 -2.23179 4.65158
H 3.37907 -3.26443 2.66587
H 2.12314 -1.24924 -3.39146
H 1.36994 3.90723 1.43295
H 2.68092 1.54443 3.63570
H -5.10893 -3.32473 2.73828
H -1.17978 -4.94177 -0.03749
H -4.69326 -0.90922 2.70450
H 1.95275 -1.89346 1.15995
H 1.48903 -3.42527 -0.18280
*
```

---

# 2
The following is a quantum chemistry calculation of a cluster of 2 separate species, C32H50N4P in total, from the Open Molecules 2025 dataset.

HOMO (eV): -10.277
HOMO-LUMO gap (eV): 4.94

ORCA input file:
```
! wB97M-V def2-TZVPD RIJCOSX def2/J DEFGRID3
* xyz 1 1
P -0.15425 0.26205 -3.58451
N -3.20370 -4.77709 3.64506
N 1.19320 -0.80974 -4.01907
N 1.37137 4.33926 3.60829
N 0.61668 1.84848 -3.54793
C 1.34714 3.69976 -5.02431
C 0.53615 2.05405 3.91274
C 1.46483 6.76580 3.69734
C 1.53757 2.64896 1.80564
C 0.90727 5.56663 2.91375
C 2.88079 0.82305 -3.16037
C -4.11884 -5.89691 5.63182
C -0.63040 -1.78891 2.04921
C 2.56737 4.67793 4.42404
C 0.28913 -0.83176 1.55202
C 0.57134 -2.18968 -4.19017
C 1.14550 3.02483 3.10088
C -2.48083 -2.43002 3.47981
C 0.59062 0.43727 2.10506
C 0.26772 0.80271 3.43441
C -0.57161 -3.12583 1.59023
C -0.93499 2.70148 -5.25312
C 2.33100 -0.60114 -3.09525
C 1.07116 1.41066 -6.00974
C 2.56205 6.20138 4.63217
C -1.40851 -4.08274 2.09374
C 1.28748 1.39038 1.32900
C 0.54109 2.39308 -4.95080
C -1.64792 -1.47000 2.97786
C -5.29910 -5.44062 4.74453
C -0.90258 -2.20971 -3.72966
C 1.84411 1.84487 -2.71380
C -2.84129 -5.34814 4.97624
C 1.34278 -3.25723 -3.39146
C 0.63765 -2.54244 -5.68550
C -4.68806 -4.65120 3.57400
C -2.37251 -3.76782 3.06766
H 1.21910 4.17886 -5.99425
H 0.53486 0.46357 -5.97584
H -1.34642 -5.09799 1.74479
H 3.45797 4.34140 3.88662
H -2.37984 -4.56209 5.58004
H 2.53756 4.12325 5.36517
H 2.06381 3.36331 1.19846
H 2.34991 6.44982 5.67917
H 1.01713 4.39747 -4.25560
H 1.85928 7.53588 3.02345
H 0.67001 7.24869 4.27871
H 3.11857 -1.32210 -3.34274
H -3.22886 -2.17646 4.20962
H 1.65906 -2.45232 -6.05318
H -1.04266 3.17223 -6.22961
H 2.38563 -3.30799 -3.69881
H 2.26489 2.85886 -2.68795
H 3.18889 1.04684 -4.18587
H -1.53213 1.79021 -5.24931
H 1.31153 -3.05100 -2.32233
H 0.00970 -1.86975 -6.26852
H 3.79831 0.91414 -2.56198
H 2.13082 1.20184 -5.88364
H -1.35307 -3.19083 -3.90486
H 1.26023 5.55007 1.87999
H -1.49724 -1.47268 -4.27862
H -0.13722 0.06212 4.09946
H 0.90782 -4.24410 -3.54926
H 1.53500 1.63844 -1.68445
H -5.87234 -6.30218 4.37820
H -6.00877 -4.82312 5.31023
H 2.00342 -0.83821 -2.07742
H -1.80912 -0.44249 3.24806
H 0.29850 -3.56278 -5.86543
H -4.08007 -6.99131 5.70286
H -1.34546 3.37546 -4.50300
H 0.09663 0.09285 -2.20938
H 2.41100 3.51273 -4.88235
H 1.62227 1.10749 0.34742
H -5.02528 -5.02620 2.60372
H 0.93993 1.82764 -7.00848
H -4.96224 -3.59404 3.60708
H 0.81974 -1.09943 0.65314
H 0.27487 2.32395 4.92073
H 3.54334 6.63681 4.40865
H -0.98672 -1.98794 -2.66122
H -4.22709 -5.52896 6.66054
H 0.16102 -3.38649 0.84536
H -0.18548 5.56575 2.87419
H -2.08017 -6.12086 4.83858
*
```

---

# 3
The following is a quantum chemistry calculation of the ion CH3O5S with charge -1, from the Open Molecules 2025 dataset.

HOMO (eV): -5.134
HOMO-LUMO gap (eV): 8.54

ORCA input file:
```
! wB97M-V def2-TZVPD RIJCOSX def2/J DEFGRID3
* xyz -1 1
S 1.54834 0.03299 -0.16415
O -2.44747 -0.49923 -0.35505
O 2.01513 1.43181 -0.25276
O -0.97605 -0.75753 -0.50012
O 2.01626 -0.66366 1.04312
O 1.61243 -0.73075 -1.39926
C -0.30938 0.26232 0.17028
H -0.37279 0.20917 1.30851
H -2.66683 -0.52708 0.62959
H -0.41963 1.24196 -0.48018
*
```

---

# 4
The following is a quantum chemistry calculation of a structure of composition C37H36Cl2HgN10O2PS2, from the Open Molecules 2025 dataset.

HOMO (alpha / beta) (eV): -1.788 / -1.788
⟨S²⟩: 0.7558
HOMO-LUMO gap (alpha / beta) (eV): 5.70 / 5.40

ORCA input file:
```
! wB97M-V def2-TZVPD RIJCOSX def2/J DEFGRID3
* xyz -2 2
Hg 11.18517 11.51133 8.96040
Cl 17.60018 8.30270 9.88826
Cl 18.20401 11.35652 10.34104
S 12.52962 7.37841 16.64838
S 6.84906 12.58122 8.72001
P 11.55342 7.31902 10.21149
O 14.48685 14.06708 8.58793
O 13.31335 8.46180 7.08782
N 10.46019 7.98715 9.01164
N 9.70030 11.44923 11.22754
N 13.96301 8.59477 14.54124
N 10.41136 7.88157 12.78788
N 13.25933 12.31297 9.43480
N 12.63265 9.72299 9.02433
N 9.80309 5.70417 11.83233
N 8.39173 7.51928 11.34728
N 13.37438 6.46436 14.34040
N 11.63746 14.75647 7.84276
C 8.37405 11.93112 9.31322
C 8.99313 8.17699 8.81254
C 7.70740 12.69595 11.63566
C 13.94288 10.05201 9.38686
C 11.33142 8.37128 11.70738
C 9.92412 11.72316 12.58479
C 13.32848 7.61138 15.19995
C 12.15334 14.33674 8.98406
C 10.52310 15.40992 7.78355
C 8.47536 7.36839 7.67236
C 13.43729 13.58158 9.02389
C 10.43135 8.23409 6.66827
C 10.40267 6.47461 12.90669
C 8.69703 12.08619 10.65384
C 13.37995 9.86607 14.80316
C 9.25746 12.49133 13.45749
C 12.45747 8.78732 7.93093
C 14.59901 6.71683 13.39498
C 9.22472 7.45761 6.54796
C 8.63884 11.99997 6.96821
C 9.87229 15.84251 8.99337
C 8.01321 12.93314 12.89792
C 8.98831 8.30900 12.43854
C 15.47963 11.70356 10.22025
C 11.54299 14.64185 10.27868
C 14.26113 11.34008 9.74959
C 7.30894 12.30553 7.08565
C 7.93582 8.13353 10.03951
C 11.06907 8.23792 7.80086
C 8.44804 6.08172 11.58813
C 10.27153 15.31636 10.18553
C 14.47549 8.16516 13.31364
C 14.99220 9.10706 9.37589
C 10.75785 5.73162 10.66213
C 16.57315 10.72452 10.18698
C 9.18772 11.67002 8.30730
C 16.28633 9.49939 9.76634
H 8.97578 9.37156 12.17742
H 13.33159 5.53012 14.66809
H 11.01112 8.52506 5.77269
H 7.02444 13.19082 11.16185
H 12.80821 10.32919 13.97492
H 12.17030 8.42505 12.64651
H 14.66670 8.06663 9.26482
H 8.72015 16.18676 9.04416
H 9.22464 12.02630 6.07375
H 9.99364 6.05222 13.87899
H 7.66533 9.16956 10.24355
H 5.10307 7.82570 7.51821
H 11.27398 5.83841 13.06067
H 7.10020 13.61335 13.52069
H 9.11379 6.83123 5.54619
H 10.90570 11.12548 12.85088
H 11.41796 5.08628 10.85238
H 9.04888 9.20994 8.32883
H 14.05083 10.51486 15.42645
H 5.05780 7.99928 8.29263
H 9.77986 15.59324 11.23625
H 10.13616 15.72952 6.84693
H 6.61800 12.70545 6.33542
H 7.22374 7.36347 9.81796
H 15.36764 8.66365 12.94765
H 11.28837 9.50437 11.48852
H 8.02219 5.26676 10.80898
H 15.57757 6.09831 13.63917
H 7.52074 6.78889 7.81185
H 15.66755 12.69631 10.42189
H 12.00560 14.20775 11.14441
H 12.48184 9.80879 15.39944
H 10.12852 5.48804 9.89014
H 7.87150 5.85627 12.47767
H 8.35729 8.10678 13.18629
H 14.34384 6.43876 12.44034
*
```

---

These records have energy relative to the best compared isomer or geometry (same formula, charge and spin) values of 0.0; 39.5; 83.5; 305.1 kcal per mole, in the order they appear.
These records have molecular weight values of 734.7; 521.8; 127.1; 1019.4 g/mol, in the order they appear.